[1]
ORCA calculation (the ωB97M-V functional and the def2-TZVPD basis) on a structure of composition C12H23F3NO2P2Pb.

Calculated values
E_LUMO (spin up / spin down)   -14.026 / -14.027 eV
Relative energy (zero: lowest compared OMol25 entry of this formula, charge and spin)   65.20 kcal per mole
Molecular weight   539.463 g/mol
Kohn-Sham gap (spin up / spin down)   4.4 / 4.4 eV
Total charge   +3
Energy   -1850.16195 Eh

Geometry as XYZ:
```
44
Properties=species:S:1:pos:R:3:forces:R:3
Pb 1.25255 -2.90130 0.91487 3.0 -0.4 2.1
P -1.01767 -1.63278 -1.27351 -2.8 -1.1 -0.6
P 1.73041 -0.04131 2.05985 1.2 1.2 1.1
F -1.42893 -3.58272 2.18914 1.2 1.2 -0.3
F -0.09795 -2.56386 3.63918 -0.1 0.1 -2.3
F -1.47076 -1.40162 2.39150 1.3 -0.8 -0.8
O 2.18187 1.26511 -1.90096 -3.4 1.0 -3.1
O 0.62237 0.99882 -5.90862 -1.9 -2.9 0.0
N -0.30739 0.82833 0.14963 -0.8 0.0 1.6
C -1.23241 -2.58094 -2.86795 1.5 -0.6 -0.4
C -2.71815 -1.92246 -0.61170 -0.3 0.4 0.7
C -1.72825 3.23425 0.01990 -0.1 0.3 0.1
C -1.28266 0.06843 -1.88953 1.9 2.2 2.2
C 2.40659 -0.37124 3.74466 -0.3 -0.6 0.0
C 0.41007 1.21105 2.46290 -0.6 -0.4 -0.8
C 3.01492 1.16866 1.45765 0.1 -0.7 -1.0
C -0.33511 1.65166 1.20170 1.1 -2.6 -0.7
C -1.72119 2.38137 -1.07619 -0.1 -0.4 -0.6
C -1.07085 1.10150 -0.96791 0.3 -0.1 -0.1
C -0.59229 -2.47178 2.32100 -2.7 -0.7 3.0
C -1.04792 2.86502 1.17575 -0.7 1.0 -0.5
H -3.44906 -2.08613 -1.42972 0.7 0.1 0.3
H 3.29027 -1.02313 3.63016 -0.2 0.3 0.1
H 0.83370 2.08740 2.98713 0.0 -0.5 -0.2
H -0.58203 -2.15045 -3.65971 -0.2 -0.3 0.5
H 2.69739 0.55193 4.28146 -0.2 -0.4 -0.4
H -0.29574 0.71115 3.15162 0.0 0.4 -0.2
H 3.46349 1.75035 2.28826 -0.4 -0.5 -0.4
H -2.28985 -2.56815 -3.23309 0.7 0.3 0.8
H 2.58699 1.84638 0.69632 0.1 -0.2 0.4
H 0.92790 0.11175 -6.21484 -0.5 1.0 0.1
H 1.40532 1.47398 -5.86566 2.4 1.8 0.0
H -2.26445 4.17644 -0.03046 0.1 -0.1 0.0
H 2.64157 0.79191 -1.29170 2.5 -2.0 2.8
H -3.05445 -1.04630 -0.03645 0.2 -0.4 0.0
H 1.60584 0.58466 -2.32992 0.9 1.0 0.1
H -2.24446 2.57476 -2.01110 0.0 0.4 0.2
H -0.93621 -3.63272 -2.70258 -0.2 0.4 -0.2
H 3.79060 0.57393 0.94021 0.0 0.5 0.4
H -1.01781 3.48999 2.07560 -0.2 -0.1 -0.4
H -2.73335 -2.79664 0.05251 0.1 0.1 -0.1
H 1.65441 -0.92784 4.33130 0.4 0.3 -0.1
H -0.09237 -2.12244 0.06492 -3.5 2.3 -3.5
H -1.50492 0.32498 -2.92560 -0.6 -0.5 0.0
```
Forces are in eV/Å.

[2]
ORCA calculation (the ωB97M-V functional and the def2-TZVPD basis) on a structure of composition C4H6N3OS.

Calculated values
E_LUMO (spin up / spin down)   -6.254 / -6.255 eV
Relative energy (zero: lowest compared OMol25 entry of this formula, charge and spin)   104.01 kcal per mole
Molecular weight   144.179 g/mol
Kohn-Sham gap (spin up / spin down)   8.0 / 8.0 eV
Total charge   +1
Energy   -793.22740 Eh

Geometry as XYZ:
```
15
Properties=species:S:1:pos:R:3:forces:R:3
S 0.40179 0.97878 -2.12478 -0.9 -0.5 0.5
O -1.68582 -0.74151 -1.52346 0.8 -2.6 -2.0
N -1.92534 0.93978 -0.54567 -0.5 -0.1 0.0
N 0.15942 0.10714 0.74688 1.3 -1.3 -2.4
N -2.68194 0.00392 -0.91017 -0.6 1.4 1.2
C -0.09110 -1.22123 1.23347 3.5 -1.9 0.6
C 1.46022 1.35666 -0.81894 -0.7 -2.5 1.9
C -0.83711 0.22134 -1.19568 0.7 2.4 1.2
C 1.40857 0.56771 0.33517 -1.5 1.7 -1.9
H 0.43597 -1.44647 2.18747 -0.1 0.4 -0.5
H -1.08077 -1.30840 1.47462 -2.7 -0.3 0.2
H 2.31956 0.11195 0.63826 0.5 -0.1 0.9
H 2.37758 1.73699 -1.14948 1.2 0.7 -0.4
H -0.50888 0.71862 1.11881 -0.7 1.7 0.3
H 0.24787 -2.02529 0.53349 -0.5 0.9 0.3
```
Forces are in eV/Å.

[3]
ORCA calculation (the ωB97M-V functional and the def2-TZVPD basis) on a structure of composition C36H40OsP2.

Calculated values
E_LUMO (spin up / spin down)   -6.891 / -7.741 eV
⟨S²⟩   6.048
Relative energy (zero: lowest compared OMol25 entry of this formula, charge and spin)   107.81 kcal per mole
Molecular weight   724.894 g/mol
Kohn-Sham gap (spin up / spin down)   5.6 / 6.3 eV
Total charge   +2
Multiplicity   5
Energy   -2168.23544 Eh

Geometry as XYZ:
```
79
Properties=species:S:1:pos:R:3:forces:R:3
Os 1.10377 -0.35970 0.38879 2.6 1.1 1.5
P 0.32063 -0.05976 -1.79348 -0.3 0.5 -2.3
P -0.09917 1.63533 1.15559 0.5 0.3 0.9
C 1.04659 -0.18585 4.73902 -0.2 0.2 0.0
C 0.84401 -2.34567 -0.47604 1.0 -1.6 -1.1
C 0.43878 5.65567 0.48261 0.0 -0.2 0.0
C -1.25353 1.68029 -0.25545 -1.1 -0.5 -0.8
C 0.38904 4.27019 0.33423 -0.2 0.0 0.3
C -0.07333 -0.02926 5.55323 0.0 0.0 -0.1
C 1.72372 -3.48112 -0.28574 -1.4 1.4 0.0
C -1.38511 -1.68304 1.84156 -1.1 0.4 1.0
C -1.98704 -2.02752 -1.26968 -1.5 -2.0 -0.3
C 1.49642 0.91137 -6.10681 0.2 -0.1 0.2
C 0.16437 0.61546 -5.80193 0.0 0.1 0.1
C -1.19461 0.66317 5.07990 0.0 0.2 -0.1
C 1.72730 -3.83072 -2.68570 -0.2 -0.2 0.4
C 1.04448 0.35134 3.45129 -0.1 -0.2 -0.5
C 0.11087 3.44983 1.44749 0.4 0.0 -0.6
C 2.46071 0.99446 -5.09226 -0.2 0.0 0.0
C -0.08351 1.02617 2.95712 -1.2 0.2 -0.2
C 2.10523 -4.20960 -1.38810 0.6 -0.3 -0.3
C -2.17013 -0.72464 1.31640 -0.2 0.2 0.8
C 2.34578 1.35588 0.78792 1.3 0.5 0.6
C -0.03792 4.04100 2.71693 0.0 -0.3 -0.2
C 2.10059 0.76313 -3.76481 -0.5 -0.3 -0.3
C -3.22299 -1.25118 -0.97369 -0.4 0.3 0.2
C -3.43214 -0.92900 0.52488 -0.6 0.3 0.1
C -0.01808 5.42839 2.84894 0.1 0.0 -0.2
C -0.21333 0.39138 -4.47982 0.5 -0.1 0.1
C 0.21458 6.23699 1.73544 -0.1 -0.2 -0.1
C 0.77186 0.41511 -3.47555 0.1 0.5 -0.2
C -1.10717 1.00719 -1.43885 -0.5 0.3 1.1
C -1.87864 -3.10352 1.95935 0.5 -0.5 -0.5
C 0.97300 -2.67171 -2.93084 -0.2 0.7 0.4
C -1.19912 1.21473 3.79446 0.2 -0.3 0.1
C -1.64784 -3.13375 -0.57087 -0.9 -0.2 -1.6
C 2.93180 -0.74201 -0.60797 1.4 -0.5 -0.2
C 0.51846 -1.91441 -1.85749 0.8 -0.4 1.4
C -2.36736 -3.69300 0.60936 -0.2 -0.4 0.3
H 1.92801 -0.72361 5.08655 -0.2 0.2 0.0
H 1.79105 1.08620 -7.14258 -0.1 -0.1 0.3
H -2.17578 -4.77660 0.62964 -0.2 0.3 0.0
H -0.06905 -0.44294 6.56379 -0.1 0.1 -0.3
H 2.50534 1.87295 -0.16876 -0.1 -0.1 0.2
H 2.95588 -1.55093 -1.34827 -0.1 0.3 0.2
H 2.81710 0.83422 -2.95042 0.0 0.0 -0.3
H -1.77872 1.19283 -2.28526 0.1 0.2 0.5
H 1.99579 -3.72715 0.74591 -0.1 -0.2 -0.5
H -4.10518 -1.81308 -1.33403 0.3 0.2 0.1
H -0.48608 -1.44370 2.42698 -0.6 0.1 0.0
H 0.55093 3.81392 -0.64375 -0.1 0.2 0.2
H -3.20087 -0.31502 -1.54465 -0.2 -0.2 0.2
H 0.71688 -2.38568 -3.95084 0.3 0.1 0.2
H 3.29843 0.90050 1.10204 -0.2 0.2 -0.2
H 3.49349 1.23993 -5.32961 -0.2 0.0 0.0
H -1.25233 0.19366 -4.21935 0.2 -0.1 -0.2
H -2.06261 1.78680 3.43895 0.2 -0.3 0.2
H 0.64416 6.27792 -0.38700 0.0 -0.1 0.2
H -2.71306 -3.17112 2.67813 0.4 0.3 -0.1
H -2.07341 0.78520 5.71831 0.3 0.0 -0.2
H 2.02283 -4.45444 -3.52591 -0.1 0.1 0.1
H -0.86364 -3.80524 -0.93904 -0.4 0.4 -0.1
H -2.07391 2.38769 -0.11080 0.1 -0.1 -0.5
H -0.17589 3.42152 3.60118 0.0 0.3 -0.2
H 3.54539 -1.08573 0.24729 -0.1 0.1 -0.2
H 0.21488 7.32139 1.83952 0.0 -0.3 0.0
H -0.58378 0.55896 -6.59256 0.2 0.1 0.2
H 2.13328 2.13121 1.54672 0.1 -0.5 -0.3
H -4.08189 -1.69389 0.97541 0.3 0.2 0.0
H -2.07409 0.31628 1.65830 0.5 -0.7 -0.5
H -3.99990 0.01286 0.57360 0.0 -0.3 0.1
H -3.45545 -3.57946 0.51020 0.3 0.0 0.0
H -1.63814 -1.87866 -2.29906 0.1 -0.1 0.6
H 1.90446 0.18305 2.79915 -0.1 0.1 0.5
H -0.19024 5.87227 3.82800 0.1 -0.1 -0.2
H -1.07503 -3.73788 2.35399 -0.2 0.1 0.0
H -0.00006 -2.37139 0.26165 0.7 0.9 -0.1
H 2.71546 -5.09920 -1.24431 -0.1 0.2 -0.1
H 3.43479 0.13473 -1.03857 -0.2 -0.2 0.3
```
Forces are in eV/Å.